Record 1
Computed, not measured: an isolated molecule of C5H8N2, with ωB97M-V with the def2-TZVPD basis set.

Element x y z (Å)
C: -1.484 -1.992 0.099
C: -0.405 -0.952 0.095
C: 0.995 -1.126 0.000
N: 1.644 0.031 -0.031
N: 0.686 0.962 0.062
C: 1.013 2.354 -0.155
C: -0.553 0.417 0.133
H: -1.241 -2.805 -0.595
H: -2.433 -1.553 -0.226
H: -1.646 -2.438 1.087
H: 1.555 -2.053 -0.040
H: 0.779 2.653 -1.184
H: 2.082 2.478 0.024
H: 0.448 2.986 0.535
H: -1.439 1.038 0.195

Output
total energy	-304.8145	Ha
HOMO-LUMO gap	9.870	eV
SMILES string	Cc1cnn(C)c1
HOMO level	-8.87	eV
LUMO level	0.037	Ha


Record 2
Computed, not measured: a cluster of 3 separate species, C2H11NO3 in total at a distorted geometry, with ωB97M-V with the def2-TZVPD basis set.

Element x y z (Å)
C: 1.202 0.267 -1.218
N: 0.592 -0.350 -0.039
C: 1.216 0.154 1.163
O: 2.573 -0.248 1.230
H: 2.277 0.330 -1.133
H: 0.695 1.227 -1.461
H: 1.060 -0.271 -2.177
H: 0.688 -1.357 0.010
H: 1.211 1.243 1.085
H: 0.663 -0.213 2.045
H: 2.995 -0.071 2.083
O: -3.986 -2.048 -0.914
H: -3.997 -2.534 -0.088
H: -3.824 -2.756 -1.549
O: -1.225 2.555 0.101
H: -0.703 1.770 -0.145
H: -1.438 2.301 1.007

Output
total energy	-363.2379	Ha
HOMO-LUMO gap	10.371	eV
SMILES string	CNCO.O.O
HOMO level	-9.66	eV
LUMO level	0.026	Ha


Record 3
Computed, not measured: the ion C13H30N3OS2 with charge +1 at a distorted geometry, with ωB97M-V with the def2-TZVPD basis set.

Element x y z (Å)
C: 3.190 -3.890 -0.580
O: 4.165 -2.866 -0.280
C: 3.434 -1.800 0.334
C: 4.215 -0.422 0.277
C: 3.152 0.741 0.390
C: 3.100 1.690 -0.886
C: 1.799 1.517 -1.758
C: 0.663 2.561 -1.419
C: -0.073 2.247 -0.063
N: -1.169 1.212 -0.264
C: -2.385 1.661 0.257
N: -2.899 2.926 -0.246
S: -2.806 3.056 -1.986
N: -3.159 1.041 1.120
S: -4.672 1.718 1.659
C: -2.770 -0.286 1.670
C: -3.368 -1.427 0.765
C: -2.729 -1.513 -0.672
C: -3.088 -2.808 1.523
H: 2.517 -3.952 0.321
H: 3.700 -4.859 -0.773
H: 2.520 -3.582 -1.431
H: 3.198 -2.067 1.399
H: 2.442 -1.727 -0.200
H: 4.870 -0.348 -0.618
H: 4.826 -0.402 1.217
H: 3.359 1.376 1.287
H: 2.143 0.252 0.470
H: 3.956 1.366 -1.539
H: 3.321 2.758 -0.629
H: 1.465 0.454 -1.675
H: 2.100 1.687 -2.825
H: 1.181 3.549 -1.299
H: -0.036 2.650 -2.277
H: -0.424 3.149 0.483
H: 0.704 1.772 0.596
H: -0.804 0.375 0.183
H: -2.452 3.710 0.229
H: -2.702 1.794 -2.519
H: -4.286 2.720 2.529
H: -3.262 -0.375 2.671
H: -1.673 -0.388 1.871
H: -4.472 -1.242 0.707
H: -1.630 -1.329 -0.686
H: -3.220 -0.827 -1.409
H: -2.890 -2.564 -1.026
H: -2.440 -3.453 0.891
H: -2.526 -2.600 2.471
H: -4.082 -3.258 1.738

Output
total energy	-1548.8375	Ha
HOMO-LUMO gap	8.163	eV
SMILES string	COCCCCCCCN/C(NS)=[N+](/S)CC(C)C
net charge	+1
HOMO level	-11.90	eV
LUMO level	-0.137	Ha


Record 4
Computed, not measured: a structure of composition C2H4O3V at a distorted geometry, with ωB97M-V with the def2-TZVPD basis set.

Element x y z (Å)
O: -1.626 -0.081 -0.704
O: 1.095 0.638 -1.334
C: -1.134 -0.648 0.259
C: 0.214 -0.290 0.797
H: -1.665 -1.484 0.744
H: 0.871 -1.173 0.816
H: 0.106 0.088 1.827
V: -0.701 1.333 -1.665
O: 0.805 0.749 0.050
H: 2.035 0.866 -0.790

Output
total energy	-1247.4329	Ha
HOMO-LUMO gap (spin up / spin down)	9.711 / 11.385	eV
multiplicity	4
net charge	+2
HOMO level (spin up / spin down)	-20.44 / -21.63	eV
LUMO level (spin up / spin down)	-0.394 / -0.377	Ha